ORCA calculation (the ωB97M-V functional and the def2-TZVPD basis) on a cluster of 2 separate species, C4H11NO2 in total.

Element x y z (Å)
C -0.486 1.521 1.151
C -1.925 1.957 1.032
O -2.859 1.247 0.789
O -2.123 3.289 1.236
H -0.408 0.443 1.109
H -0.044 1.810 2.097
H 0.014 1.935 0.274
H -1.266 3.731 1.274
C 1.978 -1.406 -0.822
C 0.540 -1.218 -1.250
N -0.354 -2.284 -0.848
H 2.113 -1.134 0.220
H 2.695 -0.889 -1.475
H 2.305 -2.450 -0.915
H 0.092 -0.301 -0.862
H 0.468 -0.997 -2.324
H 0.129 -3.160 -0.687
H -0.870 -2.095 0.000

Its energy relative to the best compared isomer or geometry (same formula, charge and spin) is 20.62 kcal/mol. The value obtained for the calculated total energy is -9911.34788 eV. The HOMO energy comes out at -9.15 eV. Its SMILES is CC(=O)O.CCN.



ORCA calculation (the ωB97M-V functional and the def2-TZVPD basis) on a structure of composition C25H58NO14S2 at a distorted geometry.

Element x y z (Å)
C -3.620 4.942 1.292
C -4.768 4.226 2.157
C -3.990 3.348 3.277
C -5.689 3.219 1.294
C -6.068 3.784 -0.152
S -6.987 2.569 -1.219
O -8.457 2.965 -1.138
O -6.582 2.732 -2.677
N -6.885 0.961 -0.664
S -5.314 0.331 -0.860
O -4.356 1.431 -1.252
O -4.874 -0.153 0.522
C -5.273 -1.158 -1.948
C -5.079 -0.850 -3.498
C -3.701 -0.133 -3.877
C -3.121 -0.531 -5.301
O -1.956 -0.951 -5.403
O -3.910 -0.371 -6.483
H -3.394 4.253 0.402
H -2.708 5.065 1.978
H -3.993 5.954 0.895
H -5.397 5.021 2.690
H -3.509 4.039 4.063
H -3.100 2.826 2.768
H -4.675 2.617 3.812
H -5.064 2.280 1.141
H -6.623 3.036 1.934
H -6.781 4.669 -0.003
H -5.161 4.112 -0.771
H -4.530 -1.925 -1.527
H -6.304 -1.659 -1.844
H -6.005 -0.321 -3.925
H -5.064 -1.875 -4.026
H -3.910 0.999 -3.898
H -2.883 -0.273 -3.090
H -3.829 0.576 -6.725
C 0.977 4.240 -4.653
O 0.982 4.297 -3.235
C -0.321 4.506 -2.694
C -0.933 3.201 -2.193
O -1.182 2.299 -3.267
C -0.181 1.295 -3.381
H 1.926 3.813 -4.980
H 0.166 3.617 -5.035
H 0.885 5.252 -5.063
H -0.975 4.988 -3.428
H -0.210 5.188 -1.845
H -1.900 3.423 -1.730
H -0.297 2.736 -1.433
H -0.333 0.534 -2.609
H 0.828 1.706 -3.298
H -0.284 0.825 -4.361
C 1.791 -1.287 0.410
O 0.775 -2.220 0.752
C 0.243 -1.987 2.055
C -1.088 -1.243 1.988
O -0.919 0.075 1.480
C -1.272 0.174 0.104
H 1.955 -1.341 -0.667
H 1.510 -0.263 0.666
H 2.722 -1.551 0.923
H 0.962 -1.447 2.680
H 0.071 -2.968 2.511
H -1.487 -1.147 3.003
H -1.820 -1.800 1.393
H -2.360 0.192 0.004
H -0.862 -0.650 -0.487
H -0.869 1.111 -0.283
C 3.619 -5.098 0.364
O 4.127 -4.295 1.422
C 3.243 -4.246 2.539
C 3.693 -5.196 3.645
O 3.599 -6.557 3.233
C 4.854 -7.091 2.839
H 4.440 -5.314 -0.322
H 3.211 -6.044 0.727
H 2.843 -4.547 -0.176
H 2.215 -4.459 2.232
H 3.272 -3.222 2.925
H 3.024 -5.075 4.503
H 4.709 -4.959 3.978
H 5.452 -7.322 3.726
H 5.408 -6.407 2.192
H 4.672 -8.016 2.288
C 8.465 0.379 1.490
O 7.480 -0.309 0.732
C 7.481 -1.712 0.986
C 6.367 -2.105 1.952
O 6.586 -1.553 3.249
C 5.806 -0.389 3.481
H 8.232 1.444 1.462
H 8.480 0.055 2.533
H 9.451 0.221 1.043
H 8.457 -2.040 1.359
H 7.304 -2.210 0.028
H 6.368 -3.193 2.062
H 5.388 -1.810 1.563
H 4.771 -0.675 3.694
H 5.829 0.298 2.632
H 6.214 0.125 4.353

The value obtained for the calculated total energy is -78684.88258 eV. The HOMO energy comes out at -5.93 eV. As for the net charge: -1.



ORCA calculation (the ωB97M-V functional and the def2-TZVPD basis) on a structure of composition C26H44AsFN4NaO10SSbTe at a distorted geometry.

Element x y z (Å)
Na 0.139 -1.004 0.113
C -2.867 -3.169 3.327
N -3.219 -1.858 2.819
C -4.282 -1.824 1.827
C -2.296 -0.858 2.934
O -1.354 -0.931 3.709
C -2.519 0.390 2.073
O -1.321 1.007 1.703
C -0.634 1.732 2.696
C 0.795 1.850 2.183
O 1.394 0.837 1.881
N 1.351 3.089 2.066
C 2.697 3.195 1.521
C 0.647 4.318 2.378
H -3.638 -3.545 4.006
H -1.922 -3.099 3.857
H -2.751 -3.869 2.494
H -4.976 -2.636 2.052
H -3.882 -1.949 0.819
H -4.841 -0.890 1.882
H -3.183 1.082 2.617
H -2.979 0.117 1.128
H -0.599 1.179 3.636
H -1.117 2.702 2.856
H 2.972 2.257 1.041
H 3.421 3.438 2.307
H 2.719 3.984 0.767
H 0.283 4.344 3.407
H -0.194 4.493 1.702
H 1.349 5.141 2.258
Te -1.171 1.897 -2.060
C -2.827 3.000 -2.779
C -3.506 4.040 -2.191
C -4.584 4.549 -2.976
C -4.724 3.892 -4.164
S -3.529 2.668 -4.303
H -3.230 4.424 -1.218
H -5.224 5.366 -2.668
H -5.452 4.065 -4.941
C 0.524 -5.496 0.471
C 0.555 -4.420 -0.617
O 0.686 -4.790 -1.801
O 0.437 -3.234 -0.198
H 0.461 -6.494 0.036
H -0.318 -5.321 1.144
H 1.437 -5.426 1.069
C -0.487 -1.827 -2.963
As -2.016 -1.804 -1.800
C -3.562 -0.992 -2.616
C -2.601 -3.653 -1.841
O -1.917 -1.360 -0.189
H -0.854 -1.579 -3.960
H -0.075 -2.835 -2.896
H 0.246 -1.091 -2.634
H -4.318 -1.763 -2.752
H -3.308 -0.525 -3.567
H -3.912 -0.213 -1.942
H -2.696 -3.983 -2.877
H -3.568 -3.709 -1.339
H -1.875 -4.284 -1.338
C 3.449 -3.051 1.394
Sb 1.755 -2.282 2.476
C 3.011 -1.193 3.856
C 1.656 -3.978 3.815
H 4.100 -3.616 2.064
H 3.997 -2.210 0.966
H 3.106 -3.683 0.576
H 3.806 -1.838 4.238
H 2.410 -0.823 4.690
H 3.438 -0.337 3.334
H 2.641 -4.138 4.258
H 1.344 -4.879 3.285
H 0.932 -3.776 4.607
F 2.588 5.720 -1.772
C 3.143 4.697 -2.447
C 2.596 3.479 -2.448
N 3.141 2.420 -3.132
C 2.496 1.108 -2.955
C 2.469 0.739 -1.461
O 3.464 1.069 -0.793
O 1.422 0.163 -1.077
C 4.298 2.549 -3.842
O 4.838 1.665 -4.480
N 4.845 3.832 -3.806
C 4.374 4.964 -3.165
O 4.963 6.030 -3.232
H 1.669 3.267 -1.920
H 3.081 0.376 -3.505
H 1.483 1.163 -3.352
H 5.704 3.939 -4.321

Its energy relative to the best compared isomer or geometry (same formula, charge and spin) is 37.83 kcal/mol. The value obtained for the calculated total energy is -146754.11921 eV. The HOMO energy comes out at -1.43 eV. As for the net charge: -2.



ORCA calculation (the ωB97M-V functional and the def2-TZVPD basis) on the ion C4H2ClF2O2 with charge -1 at a distorted geometry.

Element x y z (Å)
C -1.425 0.184 -0.715
C -0.277 0.297 -0.078
C 0.647 1.489 0.084
O 0.126 2.513 0.643
O 1.776 1.375 -0.295
C 0.429 -1.200 0.487
F -0.339 -2.295 0.279
F 0.596 -1.093 1.789
Cl 1.963 -1.453 -0.288
H -1.764 -0.920 -0.690
H -1.733 1.104 -1.216

Its energy relative to the best compared isomer or geometry (same formula, charge and spin) is 10.02 kcal/mol. The value obtained for the calculated total energy is -26233.11926 eV. The HOMO energy comes out at -4.28 eV. As for the net charge: -1. Its SMILES is C=C(C(=O)[O-])C(F)(F)Cl.



ORCA calculation (the ωB97M-V functional and the def2-TZVPD basis) on the molecule C4H9NO2.

Element x y z (Å)
C -1.663 -0.345 -1.130
N -1.227 -0.408 0.259
C 0.189 -0.322 0.573
C 1.041 -0.992 -0.471
O 2.082 -0.560 -0.896
C 0.641 1.091 0.933
O 1.992 1.147 1.350
H -1.144 -1.084 -1.736
H -2.708 -0.642 -1.185
H -1.527 0.640 -1.583
H -1.774 0.226 0.821
H 0.374 -0.968 1.450
H 0.676 -1.984 -0.795
H 0.054 1.452 1.775
H 0.461 1.741 0.069
H 2.534 1.007 0.567

Its energy relative to the best compared isomer or geometry (same formula, charge and spin) is 48.67 kcal/mol. The value obtained for the calculated total energy is -9877.94991 eV. The HOMO energy comes out at -9.05 eV. Its SMILES is CN[C@@H](C=O)CO.



ORCA calculation (the ωB97M-V functional and the def2-TZVPD basis) on a structure of composition C62H51CaClGeN4O2S3Se.

Element x y z (Å)
Ca 0.392 1.733 0.232
C -5.106 -4.404 -2.341
C -3.957 -3.536 -1.899
C -4.050 -2.776 -0.739
C -3.006 -1.956 -0.337
C -1.851 -1.890 -1.102
C -1.733 -2.657 -2.252
C -2.785 -3.467 -2.649
S -0.451 -0.888 -0.573
O -1.070 -0.100 0.568
C 0.595 -2.064 0.195
C 1.629 -2.537 -0.633
C 2.394 -3.617 -0.304
C 2.190 -4.311 0.936
C 2.974 -5.403 1.308
C 2.801 -6.049 2.528
C 1.833 -5.572 3.405
C 1.036 -4.493 3.064
C 1.155 -3.845 1.808
C 0.318 -2.755 1.421
C -0.809 -2.453 2.336
C -1.894 -3.391 2.431
C -1.991 -4.491 1.543
C -3.030 -5.373 1.624
C -4.035 -5.201 2.600
C -3.979 -4.141 3.459
C -2.915 -3.206 3.392
C -2.854 -2.088 4.260
C -1.840 -1.187 4.148
C -0.831 -1.364 3.177
S 0.592 -0.260 3.090
O 1.570 -0.707 4.119
C -0.189 1.226 3.722
C -1.314 1.777 3.113
C -1.808 2.983 3.575
C -1.194 3.653 4.632
C -1.686 5.009 5.055
C -0.073 3.085 5.221
C 0.437 1.874 4.770
H -5.612 -4.851 -1.483
H -4.763 -5.209 -2.992
H -5.847 -3.822 -2.895
H -4.945 -2.836 -0.129
H -3.078 -1.359 0.563
H -0.815 -2.629 -2.824
H -2.688 -4.058 -3.554
H 1.801 -1.991 -1.553
H 3.190 -3.945 -0.964
H 3.742 -5.739 0.618
H 3.424 -6.894 2.798
H 1.707 -6.035 4.378
H 0.319 -4.126 3.786
H -1.226 -4.604 0.784
H -3.092 -6.198 0.926
H -4.854 -5.909 2.662
H -4.750 -3.994 4.208
H -3.626 -1.960 5.011
H -1.794 -0.332 4.810
H -1.802 1.262 2.292
H -2.662 3.429 3.077
H -2.770 5.020 5.183
H -1.433 5.748 4.289
H -1.221 5.324 5.989
H 0.438 3.615 6.017
H 1.328 1.432 5.201
S 3.093 2.079 -1.277
C 3.854 3.385 -0.567
N 3.350 4.619 -0.412
C 4.172 5.451 0.458
C 5.324 4.502 0.848
N 5.114 3.366 -0.049
H 2.349 4.736 -0.465
H 3.606 5.787 1.327
H 4.539 6.325 -0.086
H 5.254 4.190 1.892
H 6.299 4.960 0.675
H 5.448 2.455 0.218
C 0.336 -0.041 -1.650
Ge -0.304 0.454 -3.339
C -2.171 1.076 -3.527
C -3.098 0.985 -2.493
C -4.398 1.449 -2.655
C -4.791 2.019 -3.857
C -3.873 2.137 -4.893
C -2.575 1.675 -4.722
C 0.716 1.943 -4.131
C 1.531 1.778 -5.249
C 2.223 2.853 -5.798
C 2.099 4.116 -5.239
C 1.278 4.299 -4.134
C 0.594 3.223 -3.587
C -0.054 -1.015 -4.653
C -1.000 -1.361 -5.616
C -0.781 -2.420 -6.491
C 0.396 -3.152 -6.418
C 1.352 -2.818 -5.467
C 1.125 -1.761 -4.596
H -2.798 0.576 -1.536
H -5.098 1.378 -1.831
H -5.803 2.387 -3.980
H -4.165 2.602 -5.828
H -1.858 1.796 -5.529
H 1.638 0.796 -5.697
H 2.861 2.699 -6.661
H 2.643 4.954 -5.660
H 1.175 5.281 -3.686
H -0.046 3.392 -2.727
H -1.933 -0.811 -5.672
H -1.536 -2.679 -7.225
H 0.566 -3.982 -7.093
H 2.271 -3.388 -5.397
H 1.867 -1.515 -3.843
Se 0.936 4.857 2.129
N 1.679 3.249 1.697
C 2.722 3.073 2.540
C 3.558 1.942 2.544
C 4.601 1.856 3.449
C 4.836 2.884 4.372
C 4.033 4.009 4.399
C 2.964 4.139 3.485
N 2.143 5.203 3.428
H 3.373 1.141 1.836
H 5.222 0.969 3.460
H 5.649 2.787 5.084
H 4.200 4.806 5.114
Cl -1.146 3.805 -0.324

Its energy relative to the best compared isomer or geometry (same formula, charge and spin) is 3.42 kcal/mol. The value obtained for the calculated total energy is -260509.88700 eV. The HOMO energy (spin up / spin down) comes out at 0.14 / -1.17 eV. As for the net charge: -2.